1.
The following is a quantum chemistry calculation of C39H25BrF4N2O3PTc as an isolated structure, from the Open Molecules 2025 dataset.

Geometry as ORCA input:
```
! wB97M-V def2-TZVPD RIJCOSX def2/J DEFGRID3
* xyz 2 1
Tc -0.3291 -0.3095 -0.3504
O 3.1823 3.3137 -2.3755
C 3.7812 2.1202 -2.5249
C 4.9199 2.0838 -3.3319
C 5.6050 0.9034 -3.5132
C 5.1778 -0.2791 -2.9001
C 4.0432 -0.2576 -2.1264
C 3.3173 0.9309 -1.9386
C 2.0942 0.9168 -1.1557
O 1.4838 -0.2735 -0.9952
N 1.5808 1.9803 -0.6245
N 0.4204 1.6596 0.0322
C 0.0241 2.5206 0.9208
C -0.9521 2.2061 1.9038
C -1.4634 3.2405 2.7192
C -2.3294 2.9577 3.7418
C -2.6907 1.6249 4.0021
C -2.1930 0.5918 3.2439
C -1.3147 0.8693 2.1888
O -0.8145 -0.1813 1.5246
H 2.4977 3.2556 -1.6896
H 5.2552 3.0076 -3.7820
H 6.4975 0.8992 -4.1245
H 5.7438 -1.1918 -3.0198
H 3.7016 -1.1600 -1.6366
H 0.5243 3.4864 0.9409
H -1.1575 4.2595 2.5205
H -2.7259 3.7527 4.3566
H -3.3622 1.4072 4.8218
H -2.4434 -0.4390 3.4513
F -6.4688 -0.2245 -4.0825
C -5.1915 -0.2675 -3.7924
C -4.2542 -0.4777 -4.7940
F -4.6468 -0.6329 -6.0382
C -2.9034 -0.5149 -4.4755
F -2.0333 -0.6852 -5.4611
C -2.4579 -0.3726 -3.1684
P -0.6963 -0.3090 -2.7807
C -0.1164 1.2053 -3.5529
C 0.6433 1.2013 -4.7217
C 0.9923 2.4052 -5.3155
C 0.5684 3.6047 -4.7641
C -0.2156 3.6103 -3.6162
C -0.5510 2.4160 -3.0069
C 0.0587 -1.7592 -3.5287
C 1.4354 -1.8098 -3.7383
C 2.0105 -2.9582 -4.2620
C 1.2203 -4.0572 -4.5675
C -0.1491 -4.0171 -4.3384
C -0.7310 -2.8741 -3.8166
C -3.4196 -0.1489 -2.1937
Br -2.9251 0.1602 -0.3918
C -4.7680 -0.0927 -2.4786
F -5.6596 0.1280 -1.5263
H 0.9494 0.2737 -5.1843
H 1.5874 2.4020 -6.2180
H 0.8430 4.5395 -5.2325
H -0.5594 4.5470 -3.1992
H -1.1618 2.4292 -2.1100
H 2.0654 -0.9630 -3.5039
H 3.0771 -2.9842 -4.4419
H 1.6703 -4.9448 -4.9915
H -0.7658 -4.8726 -4.5773
H -1.8008 -2.8573 -3.6475
C -0.3976 -2.0596 -0.4148
C -0.1918 -3.4389 -0.3867
C 1.0255 -3.9379 -0.8895
C 1.2434 -5.2990 -0.8695
C 0.2632 -6.1453 -0.3575
C -0.9414 -5.6532 0.1407
C -1.1806 -4.2956 0.1319
H 1.7633 -3.2539 -1.2877
H 2.1703 -5.7073 -1.2466
H 0.4431 -7.2122 -0.3417
H -1.6815 -6.3337 0.5367
H -2.1042 -3.8883 0.5200
*
```

## Properties
highest occupied orbital energy	-13.258	eV
strongest force on any atom	0.39	eV/Å
electronic energy	-5231.46888	hartree
LUMO energy	-7.7	eV

2.
The following is a quantum chemistry calculation of C39H26Br2F7N4O3S2TeTi as an isolated structure, from the Open Molecules 2025 dataset.

Geometry as ORCA input:
```
! wB97M-V def2-TZVPD RIJCOSX def2/J DEFGRID3
* xyz 1 1
Ti 0.8550 -0.5026 -0.7662
Br 1.8262 -4.2584 1.2949
C 2.2810 -2.7749 2.3623
C 2.9403 -2.9959 3.5879
C 3.2684 -1.9410 4.3863
Br 4.1516 -2.2842 6.0224
C 2.9505 -0.6081 4.0117
C 3.2745 0.5431 4.7642
C 2.9176 1.7746 4.2946
C 2.1944 1.8630 3.0863
N 1.8683 0.8194 2.3696
C 2.2667 -0.4005 2.7946
C 1.9525 -1.5110 1.9531
O 1.3351 -1.2751 0.7984
H 3.1838 -4.0066 3.8827
H 3.8057 0.4347 5.6998
H 3.1719 2.6746 4.8370
H 1.8675 2.8245 2.7009
F -3.6438 -3.4847 -1.9963
C -2.2983 -3.3954 -2.0064
C -1.6983 -2.2898 -1.4308
C -0.3170 -2.1698 -1.4505
C 0.4582 -3.1638 -2.0753
C -0.2020 -4.2528 -2.6411
F 0.4867 -5.2185 -3.2763
C -1.5767 -4.3981 -2.6168
C 1.9161 -2.9439 -2.1447
C 2.8702 -3.8956 -2.4849
C 4.2014 -3.5190 -2.5527
C 4.5661 -2.2088 -2.2894
C 3.5785 -1.3213 -1.9086
N 2.2972 -1.6885 -1.8252
H -2.3293 -1.5325 -0.9761
H -2.0546 -5.2571 -3.0647
H 2.5766 -4.9129 -2.6799
H 4.9544 -4.2521 -2.8110
H 5.5920 -1.8777 -2.3533
H 3.7877 -0.2913 -1.6526
F 0.9370 3.2933 0.3440
Te 1.3119 2.5393 -1.4426
F 0.3259 0.3092 -2.4269
F 2.6940 3.8114 -1.3531
F -1.9374 3.8043 -1.1293
F 2.2184 2.2476 -3.1618
O 2.0849 1.0396 -0.6854
N -2.5006 -0.1498 -4.2605
C -1.9210 1.0207 -4.2085
N -2.2223 1.8784 -3.1918
C -1.4693 2.9299 -3.2927
C -1.5763 4.1369 -2.4150
C -0.3775 5.0154 -2.4512
C 0.4033 5.0457 -3.5418
C 0.2728 4.0438 -4.5773
C -0.5913 3.0165 -4.4279
S -0.7710 1.5611 -5.3770
H -3.0914 -0.4238 -3.4904
H -2.2724 -0.8363 -4.9607
H -2.3972 4.7302 -2.8553
H -0.2478 5.7060 -1.6274
H 1.2230 5.7460 -3.6134
H 0.9400 4.0885 -5.4282
O -0.6717 0.6544 0.0120
S -0.9758 1.2217 1.4110
C -2.7195 1.5672 1.3362
C -3.1007 2.8296 1.7600
C -4.4465 3.1760 1.7260
C -5.3789 2.2667 1.2561
C -4.9804 1.0035 0.8276
C -3.6458 0.6450 0.8687
C -1.0511 -0.1528 2.5501
C -0.8822 0.1775 3.8878
C -0.9041 -0.8320 4.8371
C -1.0868 -2.1505 4.4420
C -1.2715 -2.4617 3.1023
C -1.2578 -1.4588 2.1433
H -2.3557 3.5361 2.1057
H -4.7579 4.1573 2.0574
H -6.4263 2.5367 1.2258
H -5.7168 0.2941 0.4733
H -3.3311 -0.3446 0.5651
H -0.7161 1.2065 4.1849
H -0.7637 -0.5895 5.8821
H -1.0798 -2.9400 5.1821
H -1.4146 -3.4891 2.7941
H -1.3769 -1.7091 1.0990
*
```

## Properties
highest occupied orbital energy	-10.185	eV
strongest force on any atom	0.62	eV/Å
electronic energy	-9707.46523	hartree
LUMO energy	-4.6	eV

3.
The following is a quantum chemistry calculation of C39H26Br2F7N4O3S2TeTi as an isolated structure, from the Open Molecules 2025 dataset.

Geometry as ORCA input:
```
! wB97M-V def2-TZVPD RIJCOSX def2/J DEFGRID3
* xyz 1 1
Ti 0.1486 1.5757 -0.3487
Br 4.6212 0.8679 -2.4514
C 3.7346 -0.3485 -1.3229
C 4.3785 -1.5454 -0.9409
C 3.7492 -2.4520 -0.1399
Br 4.6249 -4.0703 0.2909
C 2.4409 -2.2039 0.3524
C 1.6858 -3.0558 1.1853
C 0.4297 -2.6750 1.5717
C -0.0798 -1.4306 1.1595
N 0.6041 -0.6083 0.3975
C 1.8347 -0.9946 -0.0242
C 2.4636 -0.0647 -0.8941
O 1.7589 1.0000 -1.2273
H 5.3775 -1.7416 -1.3049
H 2.1062 -3.9987 1.5087
H -0.1721 -3.3053 2.2116
H -1.0617 -1.0987 1.4743
F -4.4456 0.9147 2.5292
C -3.1188 1.0960 2.5725
C -2.4158 1.2061 1.3854
C -1.0422 1.4127 1.4163
C -0.3823 1.4826 2.6565
C -1.1387 1.3440 3.8166
F -0.5554 1.3870 5.0288
C -2.5058 1.1567 3.8059
C 1.0658 1.7412 2.6250
C 1.8843 1.9572 3.7327
C 3.2226 2.2465 3.5441
C 3.7303 2.3252 2.2575
C 2.8698 2.0951 1.2049
N 1.5770 1.7999 1.3790
H -2.9743 1.1353 0.4630
H -3.0620 1.0599 4.7270
H 1.4748 1.9133 4.7266
H 3.8610 2.4211 4.4000
H 4.7660 2.5640 2.0643
H 3.2095 2.1655 0.1802
F -1.1857 0.8620 -3.8616
Te -2.4322 0.4955 -2.5447
F -3.8468 -0.0482 -1.4554
F -2.9026 2.2557 -2.3161
F -0.2307 2.5110 -1.8596
F -3.6503 0.3955 -3.9222
O -1.2543 0.3206 -1.1670
N 2.0270 3.9816 -1.4636
C 1.3676 4.4619 -0.3896
N 0.3635 3.8637 0.2069
C -0.0899 4.6505 1.2870
C -1.2266 4.4437 2.0648
C -1.5089 5.3180 3.0996
C -0.6883 6.4097 3.3744
C 0.4151 6.6624 2.5813
C 0.6876 5.7840 1.5435
S 1.9389 5.9299 0.3462
H 1.5295 3.3448 -2.0712
H 2.7152 4.5722 -1.8973
H -1.9000 3.6311 1.8478
H -2.3955 5.1530 3.6976
H -0.9283 7.0771 4.1906
H 1.0394 7.5289 2.7531
O -2.1526 -1.4334 -2.9716
S -1.8401 -2.4352 -1.7818
C -2.8617 -3.8056 -2.1704
C -3.8299 -4.1221 -1.2267
C -4.6943 -5.1754 -1.4877
C -4.5815 -5.8762 -2.6785
C -3.6113 -5.5391 -3.6198
C -2.7375 -4.4991 -3.3708
C -0.2143 -2.9854 -2.2343
C 0.1964 -4.2487 -1.8243
C 1.4900 -4.6494 -2.1130
C 2.3463 -3.7959 -2.7994
C 1.9177 -2.5381 -3.1959
C 0.6273 -2.1146 -2.9085
H -3.9115 -3.5472 -0.3126
H -5.4557 -5.4397 -0.7673
H -5.2595 -6.6941 -2.8831
H -3.5418 -6.0903 -4.5473
H -1.9767 -4.2231 -4.0898
H -0.4811 -4.9126 -1.3020
H 1.8304 -5.6291 -1.8060
H 3.3555 -4.1172 -3.0220
H 2.5859 -1.8745 -3.7287
H 0.2913 -1.1327 -3.2160
*
```

## Properties
highest occupied orbital energy	-10.609	eV
strongest force on any atom	0.21	eV/Å
electronic energy	-9707.49950	hartree
LUMO energy	-3.4	eV